Below is the molecule C3H5N3, with properties calculated with ωB97M-V with the def2-TZVPD basis set.

The geometry in ORCA input format:
```
! RIJCOSX wB97M-V def2-TZVPD def2/J DEFGRID3
* xyz 0 1
C 0.4074 -0.8914 -1.3363
N 0.0385 0.0967 -0.3457
C -0.6569 -0.1236 0.7906
C -0.4248 0.9891 1.5482
N 0.3601 1.8414 0.8337
N 0.6479 1.2900 -0.3031
H 1.1043 -0.4214 -2.0291
H 0.9064 -1.7252 -0.8329
H -0.4737 -1.2564 -1.8682
H -1.2401 -1.0155 0.9606
H -0.6918 1.1575 2.5799
*
```

Highest occupied orbital energy (eV): -9.80
HOMO-LUMO gap (eV): 10.659
Relative energy (zero: lowest compared OMol25 entry of this formula, charge and spin) (kJ/mol): 123.04



Below is the molecule C3H5N3S, with properties calculated with ωB97M-V with the def2-TZVPD basis set.

The geometry in ORCA input format:
```
! RIJCOSX wB97M-V def2-TZVPD def2/J DEFGRID3
* xyz 0 1
H 2.5113 -0.3606 -3.1883
N 2.4227 0.5756 -2.8875
C 1.6029 0.6540 -1.9381
N 0.8636 -0.3687 -1.3694
C 0.3132 -0.0623 -0.2587
N -0.4706 -1.0089 0.3302
C -1.2896 -0.8533 1.4161
S -1.6077 0.5453 2.1837
H 1.4889 1.6215 -1.4598
H 0.3549 0.9210 0.2444
H -0.3410 -1.9347 -0.1239
H -1.7604 -1.7887 1.7607
*
```

Highest occupied orbital energy (eV): -9.25
HOMO-LUMO gap (eV): 8.586
Relative energy (zero: lowest compared OMol25 entry of this formula, charge and spin) (kJ/mol): 116.38



Which value of highest occupied orbital energy does entry 2 give?
-9.25 eV



Repeat the second record exactly.
Below is the molecule C3H5N3S, with properties calculated with ωB97M-V with the def2-TZVPD basis set.

The geometry in ORCA input format:
```
! RIJCOSX wB97M-V def2-TZVPD def2/J DEFGRID3
* xyz 0 1
H 2.5113 -0.3606 -3.1883
N 2.4227 0.5756 -2.8875
C 1.6029 0.6540 -1.9381
N 0.8636 -0.3687 -1.3694
C 0.3132 -0.0623 -0.2587
N -0.4706 -1.0089 0.3302
C -1.2896 -0.8533 1.4161
S -1.6077 0.5453 2.1837
H 1.4889 1.6215 -1.4598
H 0.3549 0.9210 0.2444
H -0.3410 -1.9347 -0.1239
H -1.7604 -1.7887 1.7607
*
```

Highest occupied orbital energy (eV): -9.25
HOMO-LUMO gap (eV): 8.586
Relative energy (zero: lowest compared OMol25 entry of this formula, charge and spin) (kJ/mol): 116.38